Formula: C31H33F9O30
Source: OMol25
Level of theory: ωB97M-V/def2-TZVPD

Last column: Mulliken charge in e.
Atoms and positions in Å:
C 2.17 -0.50 -4.69  -0.9722
C 2.33 -1.82 -5.50  0.6479
C 1.62 -3.08 -5.03  -0.4781
O 1.31 -3.86 -6.14  -0.2320
C 1.50 -3.01 -7.23  0.6343
O 1.46 -3.37 -8.42  -0.0771
O 1.90 -1.79 -6.86  -0.2500
H 2.98 0.06 -4.24  0.4398
H 1.64 -0.86 -3.81  0.0636
H 1.41 0.08 -5.21  0.3032
H 3.41 -1.97 -5.57  0.3079
H 0.64 -2.82 -4.64  0.3966
H 2.17 -3.77 -4.39  0.2579
C 5.46 0.45 4.12  -0.3449
C 4.38 1.28 3.45  0.8404
O 5.18 2.23 2.87  -0.3159
C 6.45 2.17 3.32  0.5059
O 7.29 2.99 3.03  -0.5691
O 6.64 1.19 4.14  -0.2761
F 3.63 1.80 4.46  -0.3173
H 5.36 -0.58 3.76  0.1644
H 5.11 0.31 5.14  0.3130
H 3.72 0.82 2.72  -0.0250
C -0.97 0.10 -0.03  0.3940
C -0.28 -1.19 -0.25  0.4148
O 0.87 -1.06 0.51  -0.4088
C 0.69 -0.11 1.58  0.5131
O 1.30 0.04 2.62  -0.5171
O -0.47 0.49 1.27  -0.1094
F 0.14 -1.35 -1.54  -0.2803
H -2.05 -0.04 -0.13  0.0503
H -0.61 0.85 -0.73  -0.3675
H -0.77 -2.06 0.19  0.1961
C 0.56 4.41 -3.37  -0.2865
C 1.19 3.73 -2.16  0.6933
O 2.39 4.46 -2.07  -0.3651
C 2.62 5.26 -3.06  0.5904
O 3.52 6.08 -3.08  -0.5420
O 1.54 5.19 -3.88  -0.3789
F 1.39 2.43 -2.23  -0.2773
H -0.31 5.02 -3.11  0.2703
H 0.29 3.56 -3.99  0.2751
H 0.59 3.90 -1.27  -0.0281
C 1.90 4.39 1.28  -0.3181
C 1.19 3.53 2.30  1.6484
O -0.11 4.19 2.27  -0.2318
C -0.01 5.38 1.74  0.7060
O -0.93 6.21 1.84  -0.6321
O 1.16 5.65 1.30  -0.3143
F 1.96 3.82 3.38  -0.3175
H 1.91 3.90 0.31  -0.1457
H 2.93 4.61 1.56  0.3885
H 1.13 2.47 2.03  -0.7190
C -2.95 2.92 4.53  -0.5037
C -2.69 1.43 4.47  0.7265
O -3.98 0.93 4.10  -0.2484
C -4.87 1.79 4.64  0.5242
O -6.10 1.65 4.65  -0.5507
O -4.20 2.89 5.12  -0.3622
F -2.20 1.01 5.55  -0.3039
H -2.97 3.27 3.50  0.3571
H -2.20 3.37 5.18  0.3626
H -1.92 1.26 3.72  0.0035
C -4.51 2.56 -4.20  -0.5018
C -4.89 1.60 -3.05  0.2984
O -3.75 1.45 -2.29  -0.1449
C -2.78 2.08 -2.88  0.4208
O -1.69 2.25 -2.39  -0.4114
O -3.12 2.32 -4.15  -0.3201
F -5.09 0.43 -3.75  -0.3217
H -4.83 3.59 -4.05  0.2920
H -5.00 2.32 -5.15  0.2770
H -5.78 1.74 -2.43  0.4095
C -0.62 -6.59 -1.64  -0.5083
C -0.15 -5.89 -2.90  0.1968
O 0.99 -5.18 -2.35  -0.2709
C 0.50 -4.73 -1.18  0.5689
O 1.01 -3.96 -0.43  -0.5145
O -0.59 -5.50 -0.84  -0.2725
F -1.08 -5.05 -3.38  -0.2600
H 0.16 -7.30 -1.35  0.3323
H -1.55 -7.12 -1.83  0.3899
H 0.22 -6.59 -3.65  0.3776
C -4.97 -2.48 2.11  -0.4880
C -3.67 -1.79 1.65  0.6189
O -4.14 -1.03 0.50  -0.1253
C -5.50 -0.92 0.55  0.4973
O -6.17 -0.11 -0.08  -0.5016
O -6.02 -1.77 1.52  -0.3432
F -2.83 -2.71 1.28  -0.2697
H -4.98 -2.71 3.18  0.3791
H -5.01 -3.48 1.68  0.2768
H -3.21 -1.17 2.43  -0.0950
C 2.39 -3.46 2.50  0.7122
C 1.51 -4.01 3.58  0.2772
O 1.91 -3.42 4.80  -0.3575
C 3.01 -2.73 4.53  0.6426
O 3.56 -2.13 5.42  -0.5153
O 3.28 -2.61 3.21  -0.2728
F 1.76 -5.32 3.67  -0.3283
H 1.75 -2.91 1.82  -0.6279
H 2.98 -4.21 1.98  0.2447
H 0.44 -3.84 3.56  0.3161

- E_HOMO (alpha / beta) (eV) = -12.21 / -12.21
- ⟨S²⟩ = 0.758
- gap between HOMO and LUMO (alpha / beta) (eV) = 7.39 / 1.49
- total charge = +1
- multiplicity = 2
- lowest unoccupied orbital energy (alpha / beta) (eV) = -4.8 / -10.7



Formula: C50H134N8O22
Source: OMol25
Level of theory: ωB97M-V/def2-TZVPD

Last column: Mulliken charge in e.
Atoms and positions in Å:
C 1.36 -4.28 -3.71  0.2438
C 2.63 -4.68 -2.95  -0.4120
O 2.23 -5.57 -1.91  -0.4876
O 0.88 -5.27 -4.57  -0.6315
H 1.44 -3.31 -4.22  0.0329
H 0.64 -4.08 -2.82  0.0229
H 2.98 -3.78 -2.43  0.1560
H 3.44 -5.07 -3.55  0.4864
H 2.93 -6.18 -1.63  0.2766
H 0.60 -6.03 -4.02  0.3804
C -3.63 -1.94 -3.73  -0.6218
C -2.51 -2.95 -3.63  -0.0989
O -2.27 -3.36 -2.30  -0.4207
O -3.30 -0.76 -2.97  -0.2005
H -4.58 -2.35 -3.42  0.3255
H -3.76 -1.79 -4.82  0.3615
H -1.61 -2.46 -4.07  0.0889
H -2.80 -3.77 -4.33  0.3892
H -2.52 -2.65 -1.74  0.1470
H -4.19 -0.49 -2.58  -0.1577
C 1.69 -6.67 1.54  -0.6462
C 1.27 -6.24 2.94  0.6063
O 2.42 -5.59 3.45  -0.6486
O 2.51 -7.85 1.61  -0.6472
H 2.24 -5.89 1.04  0.1659
H 0.89 -6.97 0.91  0.3646
H 0.99 -7.10 3.48  0.4600
H 0.46 -5.50 2.80  -0.4233
H 2.14 -5.05 4.23  0.3261
H 3.24 -7.74 2.20  0.3406
C -5.44 -0.90 0.20  -0.9684
C -3.91 -1.12 0.38  1.7482
O -3.42 -2.35 -0.14  -0.1182
O -5.68 -0.63 -1.21  -0.4706
H -5.69 0.04 0.79  0.3668
H -6.03 -1.69 0.49  0.5592
H -3.66 -1.03 1.46  -0.8571
H -3.40 -0.34 -0.20  -0.4615
H -3.72 -3.14 0.31  -0.1614
H -6.61 -0.44 -1.32  0.2624
C 3.05 2.91 4.77  -0.7663
C 2.18 3.47 3.68  0.0770
O 0.94 3.65 4.36  -0.5742
O 2.60 1.65 5.26  -0.2726
H 3.03 3.60 5.60  0.3812
H 4.10 2.68 4.47  0.3276
H 2.05 2.84 2.78  -0.1007
H 2.63 4.38 3.24  0.4459
H 0.36 4.07 3.69  0.4108
H 1.67 1.80 5.37  0.2262
C 5.10 0.53 2.11  -0.5311
O 5.65 0.82 0.78  -0.4032
C 4.83 0.46 -0.31  -0.2226
C 5.68 0.63 -1.56  0.0099
N 6.28 1.95 -1.66  -0.2598
C 7.12 2.17 -2.86  -1.0083
C 6.27 2.60 -4.05  0.7764
O 6.89 2.16 -5.25  -0.3919
C 6.22 2.82 -6.33  -0.7292
H 4.87 -0.48 2.31  0.3174
H 4.19 1.07 2.37  0.0169
H 5.91 0.88 2.77  0.3346
H 3.97 1.15 -0.51  0.0743
H 4.58 -0.61 -0.21  0.3819
H 4.98 0.65 -2.40  -0.5119
H 6.39 -0.21 -1.70  0.3149
H 6.83 2.16 -0.86  0.2835
H 7.62 1.26 -3.17  0.2908
H 7.86 2.95 -2.65  0.3814
H 6.00 3.71 -4.03  0.2846
H 5.26 2.09 -3.95  -0.6382
H 6.88 2.67 -7.22  0.2493
H 6.06 3.88 -6.09  0.3473
H 5.23 2.42 -6.45  0.1961
C 4.43 -2.97 10.24  -0.7950
O 4.15 -2.56 8.91  -0.2821
C 3.90 -1.20 8.70  -0.7902
C 3.32 -1.01 7.29  0.0267
N 2.14 -1.77 7.11  -0.2699
C 1.74 -1.75 5.71  -0.1736
C 0.58 -2.69 5.48  0.3326
O 0.96 -4.05 5.72  -0.3405
C -0.08 -5.03 5.93  -0.7678
H 5.02 -2.25 10.73  0.3456
H 4.98 -3.92 10.13  0.2288
H 3.51 -3.14 10.84  0.2859
H 4.78 -0.57 8.86  0.4537
H 3.18 -0.75 9.51  0.3129
H 4.10 -1.34 6.56  0.2704
H 3.19 0.09 7.20  0.0431
H 2.20 -2.72 7.44  0.3202
H 2.57 -1.98 5.02  0.4052
H 1.38 -0.76 5.49  -0.3074
H 0.29 -2.43 4.44  -0.3807
H -0.19 -2.40 6.22  0.5323
H -0.36 -5.40 4.95  0.1917
H -0.97 -4.59 6.32  0.4213
H 0.23 -5.80 6.64  0.2383
C 5.78 -0.67 -6.46  -0.6631
O 4.40 -0.36 -6.12  -0.3985
C 4.07 -0.93 -4.87  -0.4157
C 2.69 -0.42 -4.34  0.0298
N 2.83 0.86 -3.77  1.1539
C 2.63 1.98 -4.66  0.0575
C 2.52 3.24 -3.85  -0.8204
O 1.38 3.12 -3.02  0.1775
C 1.61 3.98 -1.95  -0.1651
H 5.98 -0.27 -7.44  0.2383
H 5.89 -1.72 -6.43  0.3804
H 6.47 -0.16 -5.70  0.1821
H 4.89 -0.67 -4.14  0.1400
H 4.00 -2.01 -4.91  0.5715
H 2.31 -1.11 -3.59  -0.6947
H 1.96 -0.56 -5.19  0.3281
H 2.27 0.95 -2.90  -0.7429
H 1.76 1.91 -5.36  0.3883
H 3.51 2.03 -5.31  -0.3530
H 2.50 4.12 -4.48  0.3544
H 3.43 3.35 -3.27  0.2157
H 1.14 3.50 -1.08  -0.2374
H 1.13 4.99 -2.00  0.0323
H 2.66 4.06 -1.81  0.4301
C -4.37 0.34 4.01  -0.8296
O -3.42 -0.70 3.91  -0.0212
C -2.11 -0.57 4.43  0.0375
C -1.17 0.21 3.52  0.4976
N -1.85 1.39 2.98  0.1187
C -0.99 1.92 1.89  1.5869
C -1.30 3.35 1.41  -0.5180
O -0.90 4.30 2.40  -0.2755
C -1.27 5.62 2.10  -1.0279
H -4.24 0.84 4.99  0.3130
H -5.36 -0.11 3.98  0.2212
H -4.18 1.04 3.26  0.2747
H -1.68 -1.56 4.64  -0.8288
H -2.21 -0.14 5.43  0.3056
H -0.83 -0.38 2.70  -0.7792
H -0.27 0.56 4.08  0.3218
H -1.85 2.13 3.70  0.4452
H -1.02 1.22 1.07  -0.9477
H 0.07 1.98 2.19  -0.6939
H -2.35 3.46 1.16  0.3770
H -0.87 3.51 0.42  0.0050
H -1.00 6.19 2.97  0.3484
H -2.31 5.77 1.89  0.3719
H -0.84 6.10 1.21  0.3131
C -6.40 4.57 -4.57  -1.1433
C -6.33 5.68 -5.62  0.6557
C -5.07 5.44 -6.41  -1.1990
O -3.94 5.38 -5.56  -0.1561
C -2.78 5.12 -6.38  -0.7749
N -7.44 5.66 -6.57  -0.8159
H -7.27 4.43 -3.93  0.4425
H -5.54 4.73 -3.92  -0.0109
H -6.27 3.52 -4.98  0.2769
H -6.33 6.75 -5.19  0.2507
H -4.86 6.20 -7.16  0.4717
H -5.24 4.51 -6.88  0.4324
H -1.95 5.07 -5.71  0.1841
H -2.74 5.99 -7.10  0.3052
H -3.00 4.15 -6.89  0.3280
H -7.56 4.70 -6.89  0.2897
H -8.31 5.77 -6.07  0.2687
C -2.15 -4.41 2.54  -0.1799
C -3.46 -4.07 3.29  1.8131
C -4.66 -4.80 2.84  -1.2511
O -4.94 -4.39 1.55  -0.0810
C -5.85 -5.32 0.89  -1.0379
N -3.31 -4.40 4.72  -0.6028
H -1.86 -5.47 2.71  0.2764
H -1.30 -3.77 2.90  -0.5752
H -2.17 -4.15 1.52  0.1243
H -3.56 -2.96 3.14  -0.7207
H -5.51 -4.51 3.46  0.3953
H -4.48 -5.86 2.97  0.5945
H -6.42 -4.77 0.04  0.1807
H -6.50 -5.67 1.62  0.4305
H -5.24 -6.05 0.38  0.3400
H -4.17 -4.39 5.25  0.2717
H -2.56 -3.85 5.14  0.1069
C -4.04 6.41 -2.53  -1.2318
C -2.95 5.75 -1.70  0.4504
C -2.81 4.26 -2.21  0.1366
O -4.11 3.64 -1.85  -0.3857
C -4.09 2.28 -2.11  -0.8991
N -1.59 6.27 -1.76  -0.3937
H -4.99 5.90 -2.41  0.4559
H -3.93 6.45 -3.61  0.0663
H -4.18 7.49 -2.38  0.4122
H -3.19 5.60 -0.62  -0.0359
H -2.00 3.81 -1.66  -0.0085
H -2.62 4.34 -3.27  0.2664
H -3.95 1.65 -1.23  0.1856
H -3.35 1.95 -2.85  0.5315
H -5.05 2.02 -2.56  0.3049
H -1.51 7.21 -1.32  0.2758
H -1.38 6.26 -2.74  0.2237
C 1.45 -2.14 1.36  -2.1369
C 0.28 -2.40 0.50  3.0958
C 0.35 -1.51 -0.72  -0.7273
O -0.04 -0.17 -0.35  0.6919
C -0.42 0.64 -1.43  1.6279
N 0.37 -3.83 0.23  -0.1910
H 2.34 -2.46 0.85  0.6884
H 1.35 -2.66 2.29  -0.0330
H 1.58 -1.07 1.58  0.1854
H -0.69 -2.17 1.02  -1.3256
H -0.32 -1.84 -1.51  -0.0025
H 1.34 -1.47 -1.17  -0.2865
H -1.18 0.12 -2.04  -0.1194
H 0.42 0.85 -2.06  -0.8560
H -0.77 1.66 -1.09  -0.6299
H -0.38 -4.12 -0.41  0.3841
H 1.17 -4.05 -0.32  -0.1121

- E_HOMO (eV) = -8.46
- gap between HOMO and LUMO (eV) = 8.80
- lowest unoccupied orbital energy (eV) = 0.3



Formula: C16H35NO5P
Source: OMol25
Level of theory: ωB97M-V/def2-TZVPD

Last column: Mulliken charge in e.
Atoms and positions in Å:
C -4.73 0.02 -1.77  -0.9953
C -4.66 -0.58 -3.17  -0.5820
C -3.32 -1.27 -3.37  -0.1814
O -3.18 -2.22 -2.37  -0.0526
C -1.82 -2.71 -2.24  -0.9581
C -0.90 -1.69 -1.58  0.0782
C 0.18 -1.08 -2.50  1.0664
C 0.01 0.43 -2.72  -1.6361
C 1.56 -1.26 -1.82  -1.6822
P -2.01 -4.02 -1.07  0.6529
N -2.57 -3.59 0.35  -0.8283
O -0.60 -4.79 -0.94  -0.5664
O -3.07 -5.07 -1.72  -0.5718
H -3.85 0.62 -1.58  0.1576
H -4.73 -0.75 -1.02  0.2419
H -5.63 0.61 -1.61  0.4151
H -5.43 -1.34 -3.24  0.2756
H -4.82 0.18 -3.93  0.3847
H -2.55 -0.49 -3.33  0.0616
H -3.26 -1.73 -4.36  0.2852
H -1.53 -0.86 -1.27  -0.3752
H -0.46 -2.08 -0.66  0.5538
H 0.23 -1.61 -3.44  0.4943
H -0.08 0.69 -3.77  0.2365
H 0.88 0.98 -2.35  0.5348
H -0.86 0.82 -2.21  0.3126
H 1.53 -0.88 -0.81  0.1366
H 1.82 -2.32 -1.77  0.3380
H 2.33 -0.73 -2.38  0.5311
H -1.95 -3.87 1.10  0.1869
H 0.03 -4.40 -1.58  0.3446
H -3.93 -4.66 -1.52  0.3348
C 0.28 1.40 2.60  -0.4564
C -0.97 0.56 2.82  -0.7295
C -1.00 -0.29 1.56  -0.1454
O 0.37 -0.48 1.16  -0.4006
C 1.20 0.41 1.90  -0.2737
H 0.71 1.81 3.51  0.2541
H 0.05 2.24 1.93  0.2847
H -0.84 -0.08 3.70  0.2871
H -1.88 1.15 2.96  0.3743
H -1.52 0.23 0.75  -0.0124
H -1.47 -1.26 1.70  0.2515
H 1.77 -0.18 2.63  0.2829
H 1.91 0.89 1.23  0.0976
C 5.07 4.06 2.24  -0.5365
C 4.70 3.84 3.70  -0.5416
C 3.54 2.86 3.58  -0.4179
O 3.80 2.08 2.42  -0.3272
C 4.85 2.67 1.66  -0.4671
H 6.09 4.42 2.09  0.3396
H 4.39 4.78 1.78  0.2698
H 5.53 3.38 4.24  0.2565
H 4.43 4.76 4.23  0.3275
H 2.59 3.39 3.45  0.2417
H 3.45 2.20 4.45  0.2926
H 5.75 2.05 1.77  0.2859
H 4.57 2.69 0.61  0.2688

- E_HOMO (eV) = -2.14
- gap between HOMO and LUMO (eV) = 4.46
- total charge = -1
- lowest unoccupied orbital energy (eV) = 2.3
- energy above the lowest of the compared OMol25 structures with the same formula, charge and spin (kcal/mol) = 0.00